96
Properties=species:S:1:pos:R:3:lowdin_charge:R:1 method="wB97M-V/def2-TZVPD" max_force_ha_per_bohr=0.064 e_tot_ha=-8839.81046 homo_ha="-0.3035 / -0.3035" orbital_gap_ev="7.88 / 6.11" multiplicity=2 s2=0.762 de_lowest_ev=3.148
Cu 0.849 -1.068 -0.748 0.333
C 3.644 -1.234 -2.877 -0.009
C 2.270 -0.997 -3.478 -0.631
C 2.356 -0.013 -4.639 -0.024
C 1.657 -2.302 -3.959 -0.020
O 1.391 -0.422 -2.478 -0.394
Ge 0.900 1.266 -1.816 1.177
O -1.446 -0.396 -1.004 -0.360
C -2.147 -0.952 -2.173 -0.609
C -1.691 -2.397 -2.371 -0.014
C -1.745 -0.098 -3.375 -0.053
C -3.667 -0.922 -2.075 -0.032
O 2.544 1.934 -2.009 -0.331
C 2.985 3.288 -2.063 -0.702
C 2.622 4.033 -0.776 -0.032
C 4.498 3.257 -2.230 -0.028
C 2.339 3.999 -3.254 -0.042
H 4.291 -1.698 -3.623 0.097
H 3.571 -1.904 -2.022 0.075
H 4.082 -0.287 -2.558 0.088
H 2.950 -0.449 -5.442 0.095
H 2.820 0.917 -4.312 0.066
H 1.358 0.216 -5.022 0.089
H 2.330 -2.750 -4.692 0.095
H 0.694 -2.129 -4.443 0.084
H 1.529 -3.010 -3.139 0.086
H -0.627 -2.464 -2.165 0.048
H -1.855 -2.726 -3.398 0.098
H -2.186 -3.068 -1.672 0.085
H -0.686 -0.204 -3.599 0.038
H -1.946 0.956 -3.171 0.080
H -2.312 -0.403 -4.256 0.095
H -4.030 -1.506 -1.242 0.057
H -4.077 -1.357 -2.989 0.098
H -4.047 0.096 -1.986 0.080
H 3.184 3.630 0.069 0.079
H 1.555 3.929 -0.565 0.075
H 2.856 5.094 -0.869 0.091
H 4.954 2.730 -1.391 0.086
H 4.901 4.271 -2.274 0.090
H 4.765 2.736 -3.151 0.085
H 1.251 3.989 -3.149 0.076
H 2.598 3.491 -4.185 0.082
H 2.674 5.034 -3.318 0.088
F 1.169 1.654 0.966 0.020
C 2.324 0.977 1.160 -0.246
C 2.591 -0.173 0.461 0.060
C 3.765 -0.824 0.743 -0.219
F 4.064 -2.016 0.201 0.088
C 4.689 -0.305 1.640 -0.138
F 5.844 -0.935 1.855 0.126
C 4.406 0.864 2.322 -0.134
F 5.276 1.365 3.194 0.132
C 3.196 1.502 2.095 -0.145
F 2.889 2.617 2.762 0.119
C -2.548 2.008 -0.256 -0.181
Ge -2.174 0.311 0.641 1.016
C -3.829 -0.643 1.042 -0.277
C -4.019 -2.026 1.073 -0.126
C -5.240 -2.561 1.446 -0.072
C -6.293 -1.726 1.801 -0.086
C -6.114 -0.354 1.789 -0.080
C -4.886 0.183 1.416 -0.097
C -1.506 0.813 2.414 -0.207
C -1.195 2.137 2.579 -0.114
C -0.975 2.696 3.859 -0.065
C -1.063 1.911 4.964 -0.028
C -1.336 0.525 4.846 -0.158
C -1.381 -0.304 5.994 -0.037
C -1.624 -1.640 5.884 -0.074
C -1.832 -2.211 4.610 -0.065
C -1.793 -1.434 3.489 -0.050
C -1.554 -0.041 3.565 -0.154
H -2.899 2.755 0.457 0.024
H -3.331 1.844 -0.995 0.021
H -1.659 2.382 -0.758 -0.009
H -3.205 -2.688 0.806 0.086
H -5.372 -3.636 1.460 0.105
H -7.249 -2.146 2.086 0.101
H -6.928 0.304 2.068 0.102
H -4.757 1.261 1.423 0.100
H -1.111 2.789 1.720 0.086
H -0.747 3.750 3.947 0.105
H -0.920 2.329 5.954 0.113
H -1.210 0.148 6.964 0.111
H -1.648 -2.266 6.766 0.103
H -2.009 -3.275 4.523 0.108
H -1.915 -1.894 2.521 0.064
F 1.740 -4.527 1.728 0.155
C 1.141 -3.448 2.215 -0.650
F 0.255 -3.827 3.126 0.152
F 2.063 -2.677 2.799 0.149
S 0.326 -2.520 0.823 0.597
O -0.950 -3.158 0.679 -0.256
O 0.246 -1.076 1.290 -0.319
O 1.332 -2.902 -0.263 -0.292